# 1
Below is a molecular structure, C38H31FeI2N2O3SSb, with properties calculated with the ωB97M-V functional and the def2-TZVPD basis.

Each line ends with the Löwdin spin population.
Element x y z (Å)
Fe -0.1510 0.1724 0.4265  3.8602
I -7.8549 1.5065 -0.1497  0.0031
C -5.8494 1.0787 0.2917  0.0137
C -5.5116 0.4859 1.4987  -0.0018
C -4.1820 0.2271 1.7629  0.0165
I -3.5867 -0.6905 3.5542  0.0019
C -3.1525 0.5569 0.8592  0.0116
O -1.8982 0.3396 1.1681  0.1736
C -3.5321 1.1251 -0.3767  0.0135
C -2.4828 1.5022 -1.3923  0.0075
N -1.4532 0.4701 -1.5802  0.0611
C -1.9451 -0.7876 -2.1140  0.0038
C -1.1743 -1.9744 -1.5939  0.0056
C -1.5096 -3.2499 -2.0305  0.0008
C -0.7813 -4.3364 -1.5858  0.0023
C 0.2860 -4.1164 -0.7245  0.0006
C 0.5411 -2.8244 -0.3231  0.0068
N -0.1758 -1.7678 -0.7320  0.0363
C -4.8685 1.3802 -0.6392  -0.0020
H -6.2704 0.2309 2.2251  -0.0002
H -2.9884 1.7325 -2.3359  0.0020
H -1.9644 2.4079 -1.0625  0.0040
H -0.7243 0.8469 -2.1737  0.0039
H -2.9927 -0.9028 -1.8273  0.0004
H -1.9018 -0.8142 -3.2077  0.0012
H -2.3367 -3.3743 -2.7169  0.0002
H -1.0427 -5.3372 -1.9018  0.0001
H 0.9013 -4.9275 -0.3635  0.0002
H 1.3516 -2.6109 0.3615  0.0022
H -5.1541 1.8297 -1.5829  -0.0003
C 4.3200 -2.5449 5.9483  0.0008
C 3.5338 -1.4339 6.2148  0.0010
C 2.8145 -0.8266 5.1944  0.0037
C 2.9026 -1.3287 3.9032  0.0233
C 3.6825 -2.4471 3.6343  0.0026
C 4.3949 -3.0518 4.6586  0.0005
Sb 1.8341 -0.3642 2.3099  0.0376
C 3.5380 0.0738 1.0660  0.0074
C 4.1124 1.3362 0.9776  0.0052
C 5.1785 1.5598 0.1175  0.0016
C 5.6699 0.5283 -0.6699  0.0001
C 5.0980 -0.7320 -0.5887  0.0014
C 4.0357 -0.9586 0.2752  0.0006
C 1.4176 1.4870 3.3008  0.0008
C 2.4169 2.3422 3.7581  0.0012
C 2.0767 3.5741 4.2999  0.0005
C 0.7423 3.9322 4.4350  0.0020
C -0.2572 3.0583 4.0304  0.0007
C 0.0785 1.8456 3.4446  0.0000
H 4.8720 -3.0214 6.7475  0.0001
H 3.4774 -1.0382 7.2204  0.0001
H 2.1932 0.0334 5.4096  0.0003
H 3.7481 -2.8455 2.6286  0.0001
H 5.0066 -3.9199 4.4506  0.0001
H 3.7336 2.1549 1.5761  0.0010
H 5.6338 2.5413 0.0631  0.0001
H 6.4999 0.7052 -1.3409  0.0000
H 5.4791 -1.5405 -1.1994  0.0001
H 3.6029 -1.9526 0.3309  0.0004
H 3.4574 2.0415 3.7184  0.0000
H 2.8539 4.2566 4.6201  0.0000
H 0.4828 4.8859 4.8766  0.0001
H -1.2994 3.3181 4.1705  0.0000
H -0.7076 1.1707 3.1209  -0.0005
O 0.2297 8.5051 1.9558  0.0010
C 1.3137 7.7259 1.8181  0.0057
O 2.4028 8.1283 2.1026  0.0121
C 1.0987 6.3323 1.2987  0.0508
C 2.1707 5.7438 0.6266  -0.0094
C 2.0745 4.4524 0.1567  0.0481
C 0.9100 3.7165 0.4016  0.0578
S 0.8794 2.0611 -0.1217  0.4660
C -0.1683 4.2998 1.0675  0.0531
C -0.0745 5.6098 1.4997  -0.0076
H -0.5713 8.0891 1.6205  0.0000
H 3.0713 6.3240 0.4792  -0.0013
H 2.8886 3.9917 -0.3871  0.0021
H -1.0648 3.7233 1.2552  0.0014
H -0.9140 6.0431 2.0305  -0.0013

Frontier orbital gap (spin up / spin down) ... 7.7 / 4.9 eV
Net charge ... +1
Relative energy (zero: lowest compared OMol25 entry of this formula, charge and spin) ... 28.8 kJ/mol
E ... -4299.21332 hartree
Spin multiplicity ... 6
Expectation value of S² ... 8.7883
HOMO energy (spin up / spin down) ... -0.3767 / -0.3771 Ha


# 2
Below is 3 unconnected molecules or ions with the total composition C4H14O4, with properties calculated with the ωB97M-V functional and the def2-TZVPD basis.

Each line ends with the Löwdin charge.
Element x y z (Å)
C 0.0763 0.2943 -1.7660  -0.1594
C -0.5648 1.3596 -0.7793  -0.1725
C -1.8842 0.8951 -0.1529  -0.2617
O -1.8312 -0.1008 0.8636  -0.0734
C 1.2509 -0.4604 -1.2201  -0.2422
O 0.8512 -1.6363 -0.4790  -0.0879
H 0.3898 0.9660 -2.5639  0.1022
H -0.8356 -0.2081 -2.1181  0.1194
H -0.7125 2.2201 -1.4201  0.1058
H 0.1474 1.5589 0.0042  0.0760
H -2.6209 0.5752 -0.9027  0.1149
H -2.2135 1.7843 0.4188  0.1203
H -1.0933 -0.6912 0.7155  0.0502
H 1.9367 0.0518 -0.5218  0.1267
H 1.9793 -0.7068 -1.9968  0.1114
H 0.7553 -2.3163 -1.1539  0.0962
H 1.6258 -1.6910 2.8840  0.0732
H 1.0685 -1.9527 1.5684  0.0188
O 0.7578 -1.9427 2.4934  -0.0690
H -0.1220 1.2889 1.8063  0.0125
H 0.3671 -0.0816 2.3250  0.0126
O 0.6720 0.7935 1.9951  -0.0743

Frontier orbital gap ... 10.7 eV
Relative energy (zero: lowest compared OMol25 entry of this formula, charge and spin) ... 87.5 kJ/mol
E ... -461.72293 hartree
Spin multiplicity ... 1
HOMO energy ... -0.3721 Ha


# 3
Below is 3 unconnected molecules or ions with the total composition C24H43B2Cl2F14O11S, with properties calculated with the ωB97M-V functional and the def2-TZVPD basis.

Each line ends with the Löwdin charge.
Element x y z (Å)
C -3.1468 -7.8638 6.7296  -0.1720
C -2.2043 -8.3670 5.4427  -0.6693
Cl -3.3873 -9.0165 4.1725  0.5514
C -1.3364 -7.0547 4.9801  -0.4982
Cl 0.3374 -7.1007 5.8532  0.5126
B -1.2182 -6.8321 3.3554  -1.0819
O -0.7952 -7.9581 2.4831  0.0023
O -2.4559 -6.0898 3.0457  0.0136
C -2.1990 -4.6652 2.6502  -0.1149
F -3.0003 -3.6024 3.2993  -0.0689
C -0.5759 -4.5048 2.4918  -0.2975
C 0.2559 -3.4672 3.4496  -0.0868
C -0.2782 -3.3637 4.9959  -0.0554
C 0.9189 -2.7213 5.9328  -0.1711
F 1.8205 -3.9023 6.2311  -0.0258
F 1.8279 -1.7879 5.1682  -0.0130
C 0.4501 -2.1705 7.3885  -0.0924
F -0.3778 -3.2145 8.1016  0.0320
F 1.7169 -2.1140 8.2175  0.0092
C -0.1669 -0.6607 7.4679  -0.1130
F 0.8866 0.2721 7.0128  0.0519
F -0.2229 -0.3998 8.9648  0.0162
C -1.6725 -0.4240 6.9482  -0.1841
F -2.5456 -1.6595 6.9217  0.0222
F -2.3590 0.4512 7.9765  0.0018
S -1.9488 0.4263 5.3238  1.0943
F -1.1712 1.8823 5.7731  -0.1738
F -0.5821 -0.2417 4.5555  -0.1689
F -2.9844 -0.8797 4.7875  -0.2014
F -3.4061 1.1119 6.0119  -0.2065
F -2.3224 1.1909 3.8211  -0.1831
C 0.0121 -4.1934 0.9908  -0.0097
B -0.6433 -2.8814 0.2458  -0.4109
O -1.0315 -2.9228 -1.2065  0.0006
O -0.9505 -1.5746 0.9265  0.0133
O -0.1481 -5.8236 3.0427  -0.0397
H -2.5175 -7.6398 7.6905  0.0826
H -3.7338 -6.9150 6.3147  0.0894
H -3.9684 -8.7046 6.8798  0.0652
H -1.5014 -9.2184 5.8849  0.1103
H -1.9116 -6.1071 5.4218  0.1067
H -0.1612 -8.5497 3.0084  0.1005
H -2.6731 -4.6761 1.5546  0.1747
H 0.3532 -2.3755 3.0402  0.1126
H 1.3688 -3.8921 3.5108  0.1539
H -0.5335 -4.4201 5.4896  0.1239
H -1.2771 -2.7610 4.9952  0.0990
H 1.1852 -4.1087 1.0782  0.1381
H -0.2062 -5.1545 0.3193  0.1498
H -1.9975 -2.5910 -1.1848  0.1308
H -1.3678 -1.8555 1.8006  0.0948
C 1.1969 0.6073 -0.0934  -0.1074
O 1.5492 0.4263 -1.4526  -0.2029
C 0.8057 -0.5970 -2.1035  -0.1833
C 0.3621 -0.1566 -3.5032  -0.1583
O -0.6465 0.8642 -3.5298  -0.1250
C -0.2645 2.1631 -3.0596  -0.1688
C 0.7532 2.9032 -3.9356  -0.1881
O 2.0357 2.2882 -3.8666  -0.2008
C 2.6760 2.1627 -5.1267  -0.1070
H 1.6870 -0.1538 0.5210  0.0899
H 1.5437 1.5963 0.2219  0.0873
H 0.1145 0.5716 0.0513  0.0781
H -0.0757 -0.8864 -1.5174  0.0928
H 1.4624 -1.4685 -2.1911  0.1320
H -0.0925 -1.0251 -3.9931  0.1270
H 1.2128 0.1238 -4.1245  0.1053
H 0.0564 2.1190 -2.0194  0.1091
H -1.1905 2.7530 -3.0610  0.1250
H 0.8645 3.9279 -3.5711  0.1147
H 0.3823 2.9441 -4.9664  0.1204
H 1.9747 1.8395 -5.9064  0.0903
H 3.4513 1.3982 -5.0388  0.0877
H 3.1419 3.1160 -5.4046  0.0742
C -0.6586 8.4692 -5.3987  -0.1126
O 0.6688 8.1831 -5.7993  -0.2064
C 1.2830 7.1475 -5.0417  -0.1843
C 2.0574 6.1821 -5.9461  -0.1657
O 1.2446 5.3515 -6.7885  -0.1349
C 0.5138 6.0078 -7.8322  -0.1674
C 1.3702 6.6061 -8.9544  -0.1871
O 2.1059 7.7353 -8.4947  -0.2077
C 3.4542 7.7554 -8.9366  -0.1123
H -0.6482 9.1100 -4.5120  0.0869
H -1.1563 9.0006 -6.2158  0.0892
H -1.2258 7.5567 -5.1999  0.0856
H 0.5430 6.5847 -4.4588  0.1176
H 1.9792 7.6254 -4.3449  0.1261
H 2.6035 5.4886 -5.2966  0.1152
H 2.8164 6.7014 -6.5314  0.1090
H -0.1771 6.7415 -7.4182  0.1077
H -0.1143 5.2258 -8.2788  0.1281
H 0.7175 6.9504 -9.7612  0.1225
H 2.0333 5.8313 -9.3567  0.1214
H 3.9152 6.7615 -8.8742  0.0868
H 4.0163 8.4246 -8.2812  0.0879
H 3.5038 8.1346 -9.9646  0.0866

Frontier orbital gap ... 5.0 eV
Net charge ... -1
E ... -4534.03611 hartree
Spin multiplicity ... 1
HOMO energy ... -0.2186 Ha


# 4
Below is a gas-phase ion, C5H7NO2P (charge -1), with properties calculated with the ωB97M-V functional and the def2-TZVPD basis.

Each line ends with the Löwdin charge.
Element x y z (Å)
C -0.4397 1.6263 1.2265  -0.3298
C 1.5318 0.6598 0.0397  -0.1282
C 2.8671 0.6749 -0.2272  -0.0020
C 0.2765 1.7001 -0.0006  -0.3202
C -2.3700 1.9204 -0.9179  -0.2318
N -1.1279 1.3395 2.1149  0.1358
O -1.1499 -0.5071 -1.3194  -0.4234
O -0.1508 1.4920 -2.6451  -0.4182
P -0.8184 1.0022 -1.3871  0.3293
H 1.1736 -0.2406 0.3912  0.0549
H 0.5524 2.7594 -0.0913  0.1162
H 3.3790 -0.2447 -0.2106  0.0222
H 3.3501 1.4792 -0.7608  0.0409
H -2.7174 1.5366 0.0932  0.0167
H -2.1816 3.0297 -0.6986  0.0468
H -3.2273 1.5578 -1.7184  0.0909

Frontier orbital gap ... 8.9 eV
Net charge ... -1
Relative energy (zero: lowest compared OMol25 entry of this formula, charge and spin) ... 0.0 kJ/mol
E ... -741.37997 hartree
Spin multiplicity ... 1
HOMO energy ... -0.1884 Ha


# 5
Below is 2 unconnected molecules or ions with the total composition C30H56NO, with properties calculated with the ωB97M-V functional and the def2-TZVPD basis.

Each line ends with the Löwdin charge.
Element x y z (Å)
C -1.5742 0.8643 3.6217  -0.1248
C -2.5855 2.1370 3.7427  -0.2375
C -4.1334 1.6853 3.8562  -0.2251
C -4.5804 0.5972 2.7547  -0.2267
C -4.7695 -0.8251 3.5279  -0.1951
C -4.9981 -1.9590 2.4054  -0.2056
C -3.7457 -2.9865 2.3263  -0.1975
C -2.4665 -2.3499 1.5756  -0.2195
C -1.9836 -3.3397 0.4026  -0.2093
C -0.4180 -3.0664 0.0861  -0.2092
C 0.0366 -3.5803 -1.3803  -0.1971
C 0.8984 -2.3665 -2.0416  -0.1900
C -0.1483 -1.2257 -2.5042  -0.1519
C 0.0393 0.1737 -1.6779  -0.1121
N 0.2529 1.3414 -2.6053  -0.1017
C -0.9225 1.6565 -3.5000  -0.0923
C -2.3558 1.3720 -2.8731  -0.1489
C -3.1366 2.3642 -1.9354  -0.0230
C -4.5458 2.0400 -1.3445  -0.0527
C -5.2741 0.7074 -1.6506  -0.0453
C -4.5423 -0.2807 -2.6103  -0.0466
C -3.1395 0.0455 -3.1974  -0.0310
C 0.7838 2.5873 -1.9275  -0.2928
C -0.1184 3.1458 -0.7248  -0.0485
C 2.2899 2.4587 -1.3938  -0.1913
C 3.3915 2.1812 -2.5243  -0.2266
C 4.8374 2.1999 -1.7569  -0.1022
H -1.8487 0.1775 2.7540  0.0324
H -0.5290 1.2998 3.4278  0.0705
H -1.5883 0.2684 4.5975  0.0823
H -2.3303 2.6958 4.7115  0.1058
H -2.4830 2.8315 2.8436  0.0947
H -4.4004 1.2650 4.8845  0.1077
H -4.8025 2.6111 3.6967  0.1061
H -5.5737 0.9430 2.2973  0.1077
H -3.8027 0.5298 1.9137  0.0833
H -5.6905 -0.7433 4.2006  0.1151
H -3.8230 -1.0094 4.1478  0.1061
H -5.9387 -2.5587 2.6749  0.1086
H -5.1306 -1.4320 1.3923  0.0987
H -4.0691 -3.9015 1.7109  0.1035
H -3.4484 -3.2847 3.3939  0.1151
H -2.7659 -1.3461 1.1052  0.0931
H -1.6045 -2.2068 2.3269  0.1133
H -2.5939 -3.0927 -0.5496  0.1103
H -2.1366 -4.4542 0.6666  0.1232
H 0.2575 -3.5740 0.8582  0.1205
H -0.2545 -1.9238 0.1629  0.0960
H -0.9460 -3.7594 -1.9648  0.1087
H 0.6055 -4.5675 -1.3684  0.1123
H 1.3645 -2.7881 -3.0075  0.1135
H 1.6705 -2.0115 -1.2801  0.1107
H -1.1900 -1.6085 -2.1796  0.0976
H -0.1194 -1.0544 -3.6442  0.1176
H 1.0289 0.0243 -1.0969  0.1285
H -0.7621 0.3354 -0.8880  0.1330
H 1.0203 1.0410 -3.2498  0.1727
H -0.8845 2.7193 -3.9511  0.1561
H -0.8245 0.9547 -4.4149  0.1410
H -2.6936 3.3714 -1.6478  0.0780
H -5.0266 2.8194 -0.6461  0.1026
H -6.2879 0.5175 -1.1721  0.0990
H -5.0392 -1.2790 -2.8878  0.1005
H -2.6602 -0.7174 -3.8967  0.0942
H 0.7986 3.4120 -2.7383  0.1588
H -0.6561 4.1165 -1.0503  0.0959
H 0.5846 3.4769 0.1286  0.0982
H -0.8834 2.4170 -0.3018  0.0728
H 2.5640 3.4609 -0.8859  0.1330
H 2.3186 1.6788 -0.5421  0.1312
H 3.4085 2.9900 -3.3284  0.1158
H 3.2753 1.1157 -2.9195  0.1007
H 5.6140 2.8079 -2.3270  0.0817
H 4.6738 2.7611 -0.7565  0.0794
H 5.1736 1.1492 -1.4725  0.0676
C 7.7238 -1.7059 1.6159  -0.1773
C 8.8435 -0.8543 1.0604  -0.1754
C 8.2315 -0.3252 -0.2214  -0.2024
O 6.8177 -0.2240 0.0044  -0.1656
C 6.4964 -0.9074 1.2243  -0.2086
H 7.7944 -1.8779 2.6911  0.1169
H 7.7130 -2.6787 1.1133  0.1176
H 9.0531 -0.0254 1.7443  0.1182
H 9.7721 -1.4026 0.8943  0.1178
H 8.3891 -1.0194 -1.0536  0.1185
H 8.6291 0.6524 -0.5035  0.1186
H 6.2581 -0.1504 1.9794  0.1172
H 5.6165 -1.5370 1.0724  0.1134

Frontier orbital gap ... 8.6 eV
Net charge ... +1
Relative energy (zero: lowest compared OMol25 entry of this formula, charge and spin) ... 518.3 kJ/mol
E ... -1306.13582 hartree
Spin multiplicity ... 1
HOMO energy ... -0.4175 Ha


# 6
Below is C3H6N2O2 in the gas phase, with properties calculated with the ωB97M-V functional and the def2-TZVPD basis.

Each line ends with the Löwdin charge.
Element x y z (Å)
C 0.9524 1.7791 -0.8085  -0.0813
O 0.8188 0.8960 0.2960  -0.0827
C -0.0548 -0.1241 0.0950  -0.4844
N -0.6474 -0.1871 -1.0098  0.1633
N 0.0003 -0.8647 1.3083  0.1274
C -0.7100 -2.0108 1.5636  -0.3329
O -0.6254 -2.6634 2.5771  0.0410
H 1.4589 2.6555 -0.4115  0.0889
H -0.0311 2.0434 -1.2011  0.0816
H 1.5392 1.2813 -1.5859  0.0933
H -1.3932 -0.6742 -1.5145  0.0845
H 0.6588 -0.5543 2.0348  0.1672
H -1.3787 -2.2756 0.7253  0.1342

Frontier orbital gap ... 10.9 eV
Relative energy (zero: lowest compared OMol25 entry of this formula, charge and spin) ... 186.7 kJ/mol
E ... -377.88822 hartree
Spin multiplicity ... 1
HOMO energy ... -0.3702 Ha